Entry 1:
13 unconnected molecules or ions with the total composition C14H54N12O13, computed with ωB97M-V/def2-TZVPD.

```
93
Properties=species:S:1:pos:R:3:forces:R:3
C 2.3942 4.9400 2.8863 0.32 1.99 -0.58
C 1.3989 4.6784 1.8053 0.15 0.73 -0.66
O 0.7986 3.4255 2.0599 0.28 -0.19 1.09
H 2.0295 5.2197 3.8641 -0.53 -0.23 0.21
H 2.9413 5.8298 2.5254 0.11 -0.24 0.30
H 3.0892 4.1595 2.9693 1.05 -1.24 0.23
H 1.9101 4.6622 0.8267 -0.21 -0.13 0.29
H 0.7538 5.5886 1.7442 -0.42 -1.08 0.09
H 0.2580 3.1316 1.3397 -0.87 0.37 -1.05
C -0.4319 -3.2550 1.0237 1.69 2.00 6.99
O -0.2535 -2.9052 2.3056 -1.12 -1.75 -5.87
N -0.7344 -4.4683 0.6210 -0.19 -6.51 -0.70
N -0.3571 -2.4660 -0.0044 1.29 4.10 -1.32
H -0.8494 -5.2326 1.3420 0.56 1.48 -1.11
H -0.4478 -4.8338 -0.3536 -0.54 1.06 2.37
H -0.1432 -1.4464 0.2209 -0.43 -2.16 -0.10
H -0.4520 -2.7296 -1.0064 0.14 0.46 0.73
C 3.5497 0.4341 2.0226 5.39 -3.49 -4.06
O 4.5878 -0.0813 1.2665 -4.55 2.35 3.43
N 3.3697 0.2246 3.2878 -0.18 -0.38 3.37
N 2.5245 1.0548 1.4970 -0.41 1.00 -2.33
H 3.9384 -0.3819 3.8466 0.35 0.03 -0.21
H 2.4479 0.4435 3.6675 0.60 -0.15 0.00
H 2.6494 1.2348 0.5002 -0.42 0.60 0.65
H 2.0081 1.6999 2.0818 -0.30 0.64 -0.44
C 2.6759 -1.2420 -1.5263 -4.17 0.30 -6.24
O 1.7486 -1.2626 -2.5801 4.59 0.10 4.49
N 3.8107 -0.5623 -1.5450 4.87 0.36 -2.15
N 2.3947 -1.6880 -0.3825 -2.17 -2.65 4.11
H 4.1752 -0.4279 -2.5150 -0.48 0.05 1.25
H 4.5929 -0.7168 -0.8208 -2.08 0.27 -1.08
H 1.5222 -2.1953 -0.2910 0.23 0.04 -0.04
H 3.0230 -1.8281 0.4098 0.33 0.24 -0.71
C 2.4292 2.8088 -1.2276 -5.05 4.07 -3.24
O 1.5661 3.8412 -1.5381 4.31 -4.29 2.00
N 2.1689 1.5891 -1.6038 -2.18 -2.24 -0.58
N 3.5792 2.9589 -0.6365 1.89 4.91 1.95
H 1.2087 1.4975 -2.0254 1.18 0.00 0.24
H 2.7413 0.7562 -1.3605 -0.44 1.72 -0.55
H 3.7122 4.0017 -0.4854 0.54 -2.09 -0.01
H 4.3380 2.3141 -0.6075 0.23 -0.31 -0.09
C -4.0586 -3.2646 -0.2348 -6.63 1.40 -1.40
O -5.3270 -3.0617 -0.5602 4.14 -0.80 1.04
N -3.5017 -4.3444 0.1509 -0.17 -9.80 0.83
N -3.1647 -2.3649 -0.1415 3.65 5.94 -0.83
H -4.0123 -5.2881 0.0445 0.81 2.42 0.20
H -2.4821 -4.4940 0.3113 -1.52 0.84 -0.13
H -3.4462 -1.3836 -0.3006 0.60 -0.99 0.28
H -2.1326 -2.5813 -0.1377 -2.31 0.70 0.15
C -2.1081 3.2665 -0.8723 4.13 4.34 5.89
O -1.1860 3.9437 -0.0791 -4.33 -3.29 -4.20
N -2.1786 3.4022 -2.1739 0.98 2.54 -4.04
N -3.0462 2.5711 -0.3353 -1.31 -1.07 2.82
H -1.6437 4.2959 -2.4041 -0.98 -1.80 -0.36
H -2.8781 2.9812 -2.8548 1.17 1.08 1.73
H -3.1587 2.5205 0.6704 0.52 -0.03 -0.31
H -3.6137 1.9607 -0.8434 -0.97 -0.94 -0.74
C -0.3504 0.4380 -0.0840 -0.41 1.80 0.00
O 0.1478 -0.0152 1.1684 0.01 -0.48 -0.55
H 0.1171 -0.0250 -0.9432 0.59 -0.01 -0.18
H -0.2348 1.5401 -0.1018 -0.11 -0.56 -0.48
H -1.4030 0.1978 -0.2065 -0.29 -0.01 0.52
H 1.1181 0.1405 1.1457 -0.49 -0.11 0.29
C -4.5206 -0.2674 -1.9116 -1.17 -0.35 -3.41
O -4.2691 0.0554 -0.6369 1.29 1.04 3.09
H -5.1646 0.4842 -2.2903 -1.07 0.89 -0.95
H -5.0769 -1.1994 -1.9971 0.50 -0.43 -0.21
H -3.6478 -0.1828 -2.5646 0.27 -0.58 0.45
H -5.0640 -0.1117 -0.1413 -0.47 -0.22 0.60
C -0.7332 0.7642 -3.4860 0.02 0.21 -1.51
O -0.1829 1.8530 -2.8238 1.44 -0.54 0.73
H -1.5108 0.2154 -2.9581 0.29 -0.36 0.51
H 0.1045 0.1095 -3.8700 -1.02 0.63 0.61
H -1.2393 1.2375 -4.3193 -0.31 -0.58 -0.96
H -0.8405 2.4639 -2.4682 0.07 -0.11 -0.24
C 2.6253 -2.7716 2.6511 0.84 -4.24 1.07
O 3.2605 -3.4800 1.5824 0.04 1.29 -1.80
H 3.3467 -2.6416 3.4254 0.51 0.74 0.68
H 1.9353 -3.5331 2.9917 -0.72 0.59 0.74
H 2.0901 -1.9208 2.3966 -0.64 1.45 -1.00
H 3.7865 -4.2226 1.8610 0.07 -0.09 0.59
C -1.3962 -3.5160 -3.0376 1.07 -1.95 0.32
O -0.8946 -2.3134 -2.5591 -0.04 0.78 -0.37
H -0.5519 -4.1380 -3.4354 -0.69 0.20 0.29
H -2.1064 -3.4071 -3.8120 -0.94 0.27 -0.90
H -1.8838 -4.0710 -2.2126 0.16 0.31 -0.30
H -0.2363 -1.9831 -3.1891 0.25 0.14 0.53
C -2.2492 0.8126 3.0605 1.47 -1.12 -0.72
O -1.4528 -0.3510 3.3765 -1.03 1.39 0.89
H -2.9587 0.9942 3.8024 -1.13 -0.02 1.44
H -2.7660 0.5716 2.1503 -0.54 0.24 -0.74
H -1.6861 1.7377 2.9417 0.40 0.00 -0.11
H -0.8405 -0.3953 2.6514 0.66 -0.48 -0.52
```
Forces are in eV/Å.

The calculation puts the lowest unoccupied orbital energy at 0.213 eV. The energy relative to the best compared isomer or geometry (same formula, charge and spin) is 173.6 kcal per mole. Its net charge is 0. The HOMO energy is -8.6 eV. Its spin multiplicity is 1.



Entry 2:
22 unconnected molecules or ions with the total composition C14H55ClINO24, computed with ωB97M-V/def2-TZVPD.

```
96
Properties=species:S:1:pos:R:3:forces:R:3
C 4.9700 -1.1235 -1.7230 0.21 3.10 0.97
C 4.9882 0.1827 -0.9552 0.40 -4.32 -1.69
N 4.0038 1.3275 -1.2575 1.31 -0.36 0.20
C 3.9727 2.1792 0.0288 1.17 2.76 1.71
O 4.6692 3.3015 0.3098 -4.69 -7.84 -2.14
C 2.9235 1.3008 0.9369 -3.08 -2.38 1.32
C 2.6158 1.2643 2.5479 -1.64 -2.25 -2.74
C 1.4904 0.1746 3.0684 1.40 0.65 -3.66
Cl 1.1709 0.0885 4.9296 0.68 0.06 -2.91
C 0.6583 -0.8562 2.0575 2.58 2.47 -1.66
I -0.7564 -2.2836 2.9185 1.56 1.39 -0.82
C 0.9366 -0.8048 0.4439 1.90 2.76 1.55
O 0.3253 -1.6449 -0.5909 0.86 2.26 3.20
C -1.1037 -1.3789 -0.7842 -2.59 0.39 -1.41
C -1.4999 0.1692 -1.1373 -1.44 0.04 -0.63
C -2.8364 0.5322 -0.2352 -0.67 -0.32 0.34
C -4.1484 -0.4084 -0.6724 0.65 -1.02 0.68
C 2.0854 0.3023 -0.0565 0.11 0.53 2.49
C 2.6683 0.6230 -1.5539 -3.04 -2.09 -2.17
O 2.0985 0.3036 -2.7186 4.22 2.54 7.46
H 5.0340 -1.0913 -2.8994 -1.40 -0.01 2.46
H 4.9559 -2.1841 -1.1914 1.10 2.76 -0.99
H 5.8008 0.2344 -0.0921 -2.74 0.25 -1.19
H 3.2379 1.9842 3.2549 -1.71 -1.81 -1.42
H -1.4366 -2.0278 -1.7299 1.06 1.25 2.12
H -1.8021 -1.7320 0.0927 1.81 0.56 -1.37
H -1.8636 0.2152 -2.2731 1.02 -0.12 2.44
H -0.6311 0.9467 -1.0503 -1.54 -1.61 0.17
H -2.6252 0.3188 0.9207 -0.30 0.59 -2.44
H -3.1999 1.6393 -0.3304 1.15 -1.94 0.03
H -5.1743 0.1351 -0.4784 2.28 -1.03 -0.65
H -4.0440 -0.8246 -1.7824 -0.44 1.24 2.35
H -4.1635 -1.3778 0.0200 0.04 2.07 -1.53
O 2.5645 4.7205 -2.4193 -0.01 -0.25 0.19
H 2.2538 3.8028 -2.4387 0.16 0.20 -0.13
H 3.3587 4.6870 -1.8651 -0.15 0.00 -0.12
O 0.4535 4.8540 -0.4102 -0.26 0.63 0.05
H 0.5495 5.6213 0.1738 0.09 -0.38 0.01
H 0.8740 5.1350 -1.2368 0.54 -0.26 0.02
O -0.5055 1.0865 -4.4871 0.32 0.33 0.06
H -0.6706 2.0277 -4.6479 -0.14 -0.14 0.10
H 0.3531 1.0729 -4.0381 -0.22 -0.15 -0.09
O -4.0894 -3.5319 3.8793 0.10 0.15 0.07
H -3.1267 -3.5034 3.9865 -0.43 0.05 0.16
H -4.4069 -2.7918 4.4182 0.15 -0.24 -0.20
O -5.1041 -3.4963 0.3092 0.19 -0.27 -0.20
H -4.5350 -4.2582 0.1234 -0.17 0.21 0.32
H -5.5837 -3.7525 1.1113 0.15 -0.10 -0.16
O 3.2647 -2.7808 0.2311 -0.35 -0.31 0.17
H 2.4476 -2.4613 -0.1803 0.33 -0.20 0.00
H 3.0366 -3.6684 0.5461 0.13 0.21 -0.19
O -1.4559 4.4275 -4.6614 0.37 0.20 -0.22
H -1.3599 5.1948 -4.0773 -0.11 -0.16 0.03
H -1.0354 4.7085 -5.4879 -0.20 -0.08 0.27
O -1.3824 6.5369 -1.9836 -0.09 0.20 -0.06
H -1.6983 7.2779 -1.4450 0.27 -0.05 -0.05
H -0.7705 6.0661 -1.3980 -0.43 -0.27 -0.04
O -1.1988 8.5812 -0.0084 0.29 0.38 0.40
H -0.2361 8.6098 0.0987 -0.30 0.00 -0.14
H -1.5163 9.3214 0.5305 0.00 -0.28 -0.20
O -6.7369 -5.4059 1.6076 -0.43 -0.50 -0.09
H -6.7795 -6.3125 1.9470 0.09 0.37 -0.01
H -7.4348 -5.3743 0.9362 0.25 0.07 0.17
O -1.7960 -3.9173 5.5961 0.24 -0.45 0.20
H -2.1067 -4.8350 5.5767 -0.04 0.26 0.03
H -1.0018 -3.9508 6.1503 -0.19 0.12 -0.25
O 3.0040 3.1190 5.9370 0.22 -0.40 0.13
H 2.6933 2.2014 5.9177 0.03 0.26 0.01
H 3.7982 3.0856 6.4912 -0.25 0.07 -0.19
O 7.6938 -2.5639 -1.5895 0.29 0.03 -0.28
H 7.8945 -2.0729 -2.4004 -0.08 -0.12 0.34
H 8.3072 -3.3137 -1.6120 -0.15 0.02 -0.10
O -0.5826 -4.8913 -1.1361 0.23 0.05 -0.31
H -0.3848 -3.9561 -0.9773 -0.01 -0.12 0.05
H -0.3371 -5.0282 -2.0635 -0.26 0.12 0.25
O 8.8120 -5.1135 -2.8176 -0.24 -0.35 -0.12
H 8.7694 -6.0201 -2.4783 0.06 0.33 -0.06
H 8.1141 -5.0819 -3.4891 0.20 0.05 0.24
O -4.3647 -3.2081 -2.6722 0.20 -0.57 0.05
H -3.7956 -3.9700 -2.8580 -0.19 0.29 -0.01
H -4.8443 -3.4643 -1.8701 -0.02 0.34 -0.02
O 2.9319 -1.8395 7.5938 -0.48 0.19 -0.06
H 2.2294 -1.6513 8.2342 0.29 -0.08 -0.17
H 2.5342 -1.6182 6.7384 0.19 -0.10 0.20
O -1.8499 0.9015 4.1996 0.07 0.34 0.26
H -0.8872 0.9300 4.3068 -0.39 0.00 -0.03
H -2.1674 1.6416 4.7385 0.05 -0.24 -0.24
O -6.4442 0.7571 -2.4009 -0.54 0.32 -0.27
H -6.6066 1.7088 -2.3180 0.11 -0.29 -0.04
H -7.1536 0.4486 -2.9844 0.27 0.06 0.18
O 2.3324 -5.6888 -1.6777 -0.31 -0.01 -0.24
H 2.0752 -5.5258 -2.5977 0.23 -0.04 0.32
H 1.4880 -5.7609 -1.2079 0.12 0.06 0.00
O -3.8335 7.5095 -3.5283 -0.04 0.28 0.46
H -4.1494 8.2505 -2.9897 0.07 -0.27 -0.27
H -3.2216 7.0387 -2.9427 -0.03 -0.09 -0.25
```
Forces are in eV/Å.

The calculation puts the lowest unoccupied orbital energy at -1.846 eV. The energy relative to the best compared isomer or geometry (same formula, charge and spin) is 336.0 kcal per mole. Its net charge is 0. The HOMO energy is -8.1 eV. Its spin multiplicity is 1.



Entry 3:
14 unconnected molecules or ions with the total composition C14H56N28O14, computed with ωB97M-V/def2-TZVPD.

```
112
Properties=species:S:1:pos:R:3:forces:R:3
C -2.6040 -0.9062 -3.5219 0.72 -1.12 0.39
O -2.2135 -1.7729 -2.7623 0.30 -1.95 1.20
N -2.3821 0.3351 -3.2461 -0.12 4.00 0.18
N -3.1856 -1.0917 -4.6867 -1.22 -0.63 -2.31
H -2.0017 0.6042 -2.3500 0.40 0.16 0.24
H -2.5294 1.0467 -3.9476 0.12 -0.10 0.25
H -3.3372 -2.0284 -5.0327 -0.36 0.26 0.28
H -3.7802 -0.3213 -4.9569 -0.06 -0.64 -0.49
C 1.4210 -2.1226 3.4108 -0.32 -0.11 -0.11
O 0.4536 -1.6153 2.9420 -3.86 2.32 -2.14
N 2.6114 -1.9949 2.9829 5.52 0.28 -2.02
N 1.3970 -2.9187 4.4263 -0.59 -3.23 4.29
H 2.9275 -1.4368 2.2027 -0.38 0.55 -0.03
H 3.3086 -2.5396 3.4700 0.25 0.53 -0.54
H 0.5525 -3.1853 4.9118 0.26 0.10 -0.30
H 2.2817 -3.3189 4.7041 -0.72 -0.15 0.46
C 1.8416 3.2498 -3.3972 -0.89 -0.30 2.43
O 2.5378 3.9158 -2.6848 0.64 2.30 2.52
N 2.2949 2.9312 -4.5307 1.88 -1.41 -6.13
N 0.6932 2.6865 -3.1027 -1.81 0.02 0.33
H 1.7615 2.2969 -5.1080 0.64 -0.09 -0.26
H 3.2577 3.1661 -4.7255 -0.40 -0.15 -0.18
H 0.4377 2.0673 -3.8586 -1.07 -0.70 1.02
H 0.2545 2.7365 -2.1944 -0.09 -0.22 -0.33
C 3.2086 -0.2313 -0.1793 1.41 0.34 1.25
O 3.0331 0.1342 0.9678 -1.08 0.33 1.75
N 2.9037 0.4215 -1.2421 -1.77 2.42 -1.66
N 3.9015 -1.3066 -0.3982 2.05 -3.64 -0.17
H 2.2637 1.1677 -1.0104 -0.08 0.11 -0.94
H 2.9979 -0.0090 -2.1508 -0.35 0.26 -0.08
H 4.4814 -1.6770 0.3411 0.04 0.08 -0.15
H 4.1387 -1.5541 -1.3483 0.43 -0.41 -0.46
C -1.3029 0.3410 5.4124 -0.94 1.36 4.60
O -1.6559 0.6944 6.5650 -0.07 1.57 -1.39
N -1.0535 -0.9044 5.2730 1.06 -5.06 -0.94
N -1.0588 1.0440 4.3423 0.06 3.93 -2.43
H -0.9295 -1.3944 6.1475 -0.09 -0.03 -0.38
H -0.5167 -1.1336 4.4488 0.00 -0.79 0.04
H -0.7583 0.7327 3.4297 -0.09 -0.58 0.47
H -1.1381 2.0504 4.3746 -0.17 -0.30 0.18
C 4.1214 4.0156 0.1321 1.52 0.15 1.16
O 4.9767 4.0455 0.9644 2.00 -0.37 2.82
N 3.0539 3.2760 0.1541 -3.10 -3.02 1.86
N 4.1056 4.7451 -0.9047 1.01 4.15 -5.58
H 2.3234 3.3701 -0.5370 0.23 -0.24 0.12
H 2.9951 2.7755 1.0294 -0.70 -0.59 -0.17
H 3.5645 4.3488 -1.6598 0.00 0.62 -0.14
H 4.9295 5.2116 -1.2564 0.12 -0.11 0.72
C 1.0786 -3.7650 -1.1420 -2.59 -1.70 1.77
O 0.0038 -4.3500 -0.9052 0.11 -0.46 -1.06
N 1.6453 -3.0741 -0.2189 0.39 1.92 4.32
N 1.7589 -3.8156 -2.2223 0.68 -0.88 -4.36
H 2.5098 -2.5530 -0.2532 0.08 -0.14 -0.33
H 1.2134 -3.2283 0.6810 0.17 0.37 0.11
H 1.4113 -4.4094 -2.9616 0.38 -0.09 -0.08
H 2.7102 -3.4774 -2.1938 0.80 0.00 -0.60
C -2.9820 -4.8325 0.6206 7.88 0.23 -6.22
O -3.9279 -4.9429 1.2193 -9.20 -0.40 6.19
N -2.1667 -3.8171 0.4544 -0.74 3.41 2.86
N -2.5211 -5.7228 -0.2407 -0.57 -4.59 -1.65
H -2.6005 -3.0674 0.9739 1.37 1.05 -0.40
H -1.4407 -3.9235 -0.2397 0.47 1.30 0.17
H -1.5877 -5.6864 -0.6247 -0.31 -0.29 -0.08
H -3.1365 -6.5214 -0.3015 0.74 -0.34 -0.38
C 3.6219 2.1300 3.7944 -0.87 -1.48 0.39
O 4.5665 1.4108 3.9927 2.05 -0.40 0.23
N 3.2675 3.1578 4.5544 0.82 1.89 1.84
N 2.6673 1.8528 2.9384 -2.62 -0.54 -2.50
H 4.0248 3.4258 5.1665 -0.69 0.62 0.18
H 2.4040 3.6543 4.3868 0.67 0.21 0.33
H 1.7891 2.3511 2.9619 0.21 -0.06 0.01
H 2.6894 1.0742 2.2954 0.47 -0.01 0.18
C -5.4585 -3.3298 -1.8816 2.80 0.92 -2.45
O -5.5074 -3.3573 -3.1196 -0.80 -0.07 0.73
N -6.2442 -3.8845 -1.0081 -3.93 -1.93 0.73
N -4.4599 -2.7582 -1.2011 0.60 1.20 0.27
H -5.9710 -3.9530 -0.0382 -0.52 -0.39 -0.26
H -7.1264 -4.1933 -1.3907 0.07 -0.30 0.72
H -3.6266 -2.4770 -1.6976 0.35 -0.02 0.32
H -4.6372 -2.8024 -0.2078 1.34 0.50 -0.21
C -0.7835 0.5428 -0.1142 2.64 2.18 0.68
O -1.1456 1.2307 -1.0523 -1.27 2.20 -1.44
N 0.0945 0.9979 0.7961 0.65 0.48 1.00
N -1.0176 -0.7064 -0.0613 -1.27 -4.19 0.52
H 0.1424 1.9675 1.0748 -0.19 0.13 -0.36
H 0.4589 0.3785 1.5058 -0.08 -0.27 -0.09
H -0.5200 -1.2582 0.6227 -0.47 -0.38 -0.04
H -1.7033 -1.0792 -0.7023 0.39 -0.59 -0.16
C 0.3434 4.4046 2.4166 2.22 1.69 -1.11
O 0.0762 3.2299 2.3298 -0.61 -1.41 -0.20
N -0.1024 5.2381 3.2889 -3.53 1.51 4.64
N 1.2468 5.1071 1.7269 1.47 -1.14 -2.76
H -0.7357 4.8619 3.9799 0.01 0.52 0.12
H 0.2692 6.1731 3.3774 -0.42 -0.47 0.23
H 1.6445 4.5954 0.9522 0.68 0.60 -0.10
H 1.3904 6.0986 1.8548 0.05 -0.55 -0.37
C -4.7640 1.7574 -0.0972 -2.55 2.46 4.83
O -5.2599 2.0777 0.9672 -0.77 0.49 1.48
N -3.8431 2.4193 -0.6340 6.74 4.87 -1.50
N -5.2155 0.8658 -0.8654 -2.80 -6.07 -4.30
H -3.2061 2.1302 -1.3626 -0.58 -0.36 -0.03
H -3.3924 3.0676 -0.0042 0.10 -0.01 0.00
H -6.1959 0.6398 -0.7766 0.48 -0.72 0.40
H -4.5125 0.1513 -0.9898 -0.74 -0.67 -0.81
C 0.9195 -0.6877 -4.2432 1.61 -3.48 1.73
O 0.6795 0.4127 -4.6459 -0.67 1.83 -1.86
N 0.8143 -1.0652 -2.9410 -0.90 1.29 0.67
N 1.4722 -1.7530 -4.8893 -0.12 0.56 -2.18
H 0.0936 -0.5148 -2.4965 0.05 -0.33 0.62
H 0.8410 -2.0623 -2.7825 -0.38 0.34 0.36
H 1.7540 -2.5761 -4.3763 0.08 0.23 -0.30
H 1.6064 -1.7059 -5.8892 0.20 -0.12 0.31
```
Forces are in eV/Å.

The calculation puts the lowest unoccupied orbital energy (spin up / spin down) at 1.854 / 1.852 eV. As for the expectation value of S²: 0.750. The energy relative to the best compared isomer or geometry (same formula, charge and spin) is 18.4 kcal per mole. Its net charge is -1. The HOMO energy (spin up / spin down) is -0.8 / -7.0 eV. Its spin multiplicity is 2.